ORCA calculation (wB97M-V/def2-TZVPD) on a molecular structure, C35H58BN4OP2SW in a non-equilibrium geometry.

Results
Spin multiplicity   3
Energy   -2834.5633 Ha
Net charge   +3
Energy above the lowest of the compared OMol25 structures with the same formula, charge and spin   73.3 kcal/mol

Each line ends with the Löwdin charge.
CARTESIAN COORDINATES (ANGSTROEM)
W -0.23563 -0.91489 -0.43132  0.96
S -1.05413 0.99272 -1.71043  0.70
P 1.26607 -2.42967 -1.50365  1.04
P -1.16578 -0.90405 1.86939  1.05
O -0.82082 4.54982 -3.22155  0.17
N -0.70294 -3.34117 1.95912  -0.05
N -1.87966 3.29131 -0.79704  0.06
N 0.25546 3.38291 -1.58856  0.13
N 1.11387 -3.82009 0.67976  -0.04
C -1.35381 -2.22915 -2.28575  -0.19
C 1.00967 6.73164 -3.13972  0.02
C 2.64526 -1.77198 -2.49846  -0.69
C -1.56549 -2.51674 2.64672  -0.25
C -3.24211 6.49399 0.94055  -0.05
C 0.14327 4.50433 -2.54088  -0.41
C -3.23050 5.04009 0.34750  -0.21
C -3.76541 -0.53442 1.25973  -0.10
C 1.99584 -3.82607 -0.47225  -0.19
C 0.17310 -6.51211 3.60440  -0.04
C 1.27543 -1.35516 3.20199  -0.04
C -0.79233 -4.53467 -1.69690  -0.03
C -0.18094 -4.51274 2.39830  -0.18
C -1.89615 4.67454 -0.24435  -0.14
C 0.31442 -0.21960 2.76510  -0.62
C 1.34481 -6.80906 2.88988  -0.03
C 2.08673 -0.70995 -3.50282  -0.07
C 0.11195 -3.58330 -3.90661  -0.02
C 3.33642 6.26876 -1.61998  -0.04
C -3.15280 -0.02113 3.61392  -0.03
C 2.40432 5.19834 -1.74086  0.00
C -0.58327 -5.35375 3.41525  0.02
C 0.04444 0.74349 3.94728  -0.03
C -0.83180 2.72666 -1.23000  -0.69
C 1.72499 -5.93103 1.83239  0.02
C -2.51649 1.55497 1.79117  -0.10
C -0.25565 -3.22481 -2.42080  -0.58
C 3.46821 -2.90982 -3.22798  -0.05
C 0.97203 -4.78657 1.64800  -0.17
C 3.11716 7.42325 -2.32661  -0.05
C 1.97517 7.64815 -3.09042  -0.06
C 1.20432 5.46746 -2.42799  -0.13
C 3.60680 -1.08855 -1.51344  -0.09
C 0.86877 0.58944 1.59684  -0.14
C -2.69825 0.11101 2.13390  -0.67
B 0.11376 -2.83822 0.85210  -0.62
H 1.90105 8.65480 -3.48318  0.13
H 2.60962 4.28369 -1.16536  0.11
H -4.25618 6.70240 1.29691  0.09
H 0.08626 6.78260 -3.66820  0.12
H 0.53848 -2.64947 -4.35197  0.08
H 2.74861 -3.50124 -3.78644  0.05
H -2.53426 6.53191 1.72815  0.06
H -2.33997 0.30058 4.24928  0.07
H 4.18574 -2.42229 -3.96980  0.13
H 1.99759 -4.77615 -1.06311  0.13
H -3.51486 4.23858 1.03262  0.09
H -1.99197 2.11783 2.51865  0.08
H 0.27427 1.52341 1.38188  0.11
H -4.01045 0.61422 3.74350  0.11
H 3.29668 -0.20575 -0.98678  0.06
H -3.91220 -1.59642 1.39184  0.07
H -1.38973 -5.05582 3.99413  0.10
H 1.12297 2.87723 -1.66849  0.13
H 3.89557 -1.86328 -0.84307  0.05
H 0.92466 -4.29768 -3.98971  0.09
H -2.29687 -2.61319 -2.67382  0.15
H 1.15074 0.07417 0.65894  0.00
H -1.66097 -2.06405 -1.28545  0.01
H 1.51928 -1.95755 2.35154  0.05
H -2.62545 -2.83121 2.71286  0.13
H -2.91886 7.22893 0.22914  0.08
H 1.87186 -7.75168 2.95139  0.12
H -4.87152 -0.10602 1.41744  0.16
H 2.99697 -3.60480 -0.06680  0.12
H -3.52086 -0.96447 3.89164  0.07
H 1.89778 0.90207 1.85471  0.13
H 0.11899 0.10427 4.80755  0.09
H -3.60078 -0.34948 0.18199  0.07
H -1.53718 -4.98518 -2.33284  0.10
H 2.67821 -6.06479 1.30055  0.13
H 3.83984 8.25417 -2.29462  0.14
H -1.60710 5.28751 -1.07478  0.11
H -0.85909 1.37450 3.85755  0.07
H -0.13989 -7.29367 4.38200  0.15
H 1.15667 -0.31585 -3.00538  0.01
H -1.03343 4.70882 0.50893  0.17
H -1.24890 -4.35238 -0.69630  0.09
H -3.95522 5.05499 -0.47659  0.13
H -1.09989 -1.23154 -2.72943  0.03
H 0.95274 1.38655 4.06275  0.12
H 0.86066 -1.96001 3.99683  0.10
H -2.78427 2.82328 -0.79473  0.16
H 4.31528 6.20189 -1.17726  0.11
H 1.78816 -1.13237 -4.47216  0.08
H 2.26424 -0.92990 3.55547  0.14
H 2.73224 0.16664 -3.72077  0.11
H -0.67827 -3.84967 -4.53010  0.08
H -1.22339 -2.42042 3.70900  0.14
H -2.07925 1.60260 0.81440  0.01
H 4.23486 -3.45520 -2.59517  0.11
H 0.06985 -5.19277 -1.57896  0.08
H 4.48497 -0.72932 -2.15076  0.14
H -3.47236 2.01179 1.79548  0.09

Cartesian forces, eV/Å:
W -0.902 1.351 1.050
S 0.203 0.134 0.599
P 0.314 -2.549 0.355
P -1.110 -0.321 1.017
O -1.127 -0.002 -0.662
N 1.161 0.214 -2.282
N -1.747 1.640 1.126
N 0.757 -0.034 0.369
N -0.039 0.474 -0.987
C 0.732 1.627 -2.411
C -0.635 -3.510 1.033
C 1.109 0.774 -1.336
C -1.119 1.140 2.012
C -0.550 -1.829 -0.227
C 0.422 0.454 0.767
C -0.287 0.874 -0.772
C -2.660 1.130 -1.061
C 0.066 0.244 0.459
C -0.328 -1.641 1.649
C 0.955 1.494 0.090
C 1.184 1.042 0.460
C 0.913 -0.887 0.400
C 1.747 -0.220 0.749
C -0.337 -0.016 -0.357
C -0.486 1.286 -2.122
C -1.003 0.050 0.472
C 1.999 2.600 1.257
C -0.210 -1.058 -1.053
C 0.875 0.986 -0.842
C 0.129 1.518 0.732
C 1.768 -0.641 -0.904
C 1.163 0.189 -0.614
C 0.264 -2.637 -1.532
C 0.617 -0.661 1.395
C -0.100 -0.546 -0.333
C 0.680 -2.213 -0.029
C 1.143 1.224 -0.177
C 0.148 -1.209 -0.413
C 0.433 0.980 0.029
C 0.998 1.860 0.493
C 1.389 1.309 -0.776
C 1.118 0.167 -1.786
C 0.604 1.934 0.653
C -0.740 -1.041 0.959
B -0.853 -0.003 -0.058
H -0.345 -0.248 -0.498
H -0.228 0.363 -0.470
H 0.382 0.172 -0.019
H -0.448 0.513 -0.387
H -0.444 -0.724 0.106
H 0.580 -0.520 0.012
H 0.475 0.175 1.122
H -0.299 -0.089 0.523
H -1.232 -0.303 0.691
H 0.055 0.668 0.600
H -0.196 0.401 0.362
H 0.970 0.440 0.549
H 0.572 -1.016 0.114
H -0.265 0.660 0.079
H -0.718 0.374 0.311
H 0.251 -0.360 0.171
H -1.532 -0.035 1.184
H -0.021 -0.252 0.019
H 0.857 -0.146 0.839
H -0.246 -0.408 0.283
H -0.127 0.293 -0.265
H 0.184 -0.711 -0.802
H -0.804 -0.058 2.513
H 0.256 -0.553 -0.270
H 0.426 0.273 -0.380
H -0.129 0.257 -0.636
H -0.037 0.099 0.537
H 2.507 -0.554 0.061
H -0.021 -0.111 -0.867
H -0.089 -1.553 0.248
H -0.275 0.148 -0.133
H -0.804 0.071 0.804
H 0.143 -0.101 0.279
H -0.154 -0.220 -0.319
H -0.634 -0.172 0.063
H -0.229 -0.648 0.134
H -0.106 0.809 -0.220
H 0.835 -0.525 0.340
H 0.350 1.479 -1.126
H 0.679 0.118 -0.823
H -1.169 0.041 -0.845
H 0.374 -0.015 -0.722
H -0.037 -0.267 0.118
H -0.571 -0.848 -0.451
H -0.719 -0.207 -0.269
H -0.057 -0.125 0.136
H 0.413 -0.189 -0.065
H -0.078 -0.514 0.559
H 0.147 0.070 0.357
H -1.183 -0.214 -0.189
H -0.021 -0.753 0.403
H -1.669 -0.701 -0.657
H -0.382 0.058 -0.462
H 0.269 0.431 -0.383
H -1.546 0.206 -0.315
H -0.475 -0.378 0.016
H -0.903 -0.710 0.997
H -1.187 0.435 -0.349